# 1
Molecular formula: C2H10NOSi2
Method: DFT, ωB97M-V/def2-TZVPD

LUMO level = -5.69 eV
charge = +1
DFT total energy = -21521.1619 eV
HOMO level = -12.49 eV
orbital gap = 6.8 eV
relative energy (zero: lowest compared OMol25 entry of this formula, charge and spin) = 1.000 eV

The geometry in XYZ format:
```
16
Properties=species:S:1:pos:R:3:forces:R:3:mulliken_charge:R:1
C 2.2318 -1.0248 -0.5000 -0.0201 0.0408 1.0317 -0.77
C 0.6933 0.6060 0.4677 1.1639 1.9210 -1.6065 -0.72
N 1.1019 -0.1293 -0.7852 -0.4546 1.6407 -0.3511 -0.37
O -2.0830 0.3585 0.2734 -0.1881 -0.5223 -0.0365 0.07
Si -2.8455 -1.0150 0.2379 1.3597 2.5508 -1.1436 0.39
Si -0.8915 1.7535 0.2476 -0.8999 -3.0006 1.9159 0.45
H 3.1248 -0.5833 0.0070 -0.8895 0.0212 0.0863 0.28
H 1.7389 -1.7908 0.0984 0.6214 -0.1214 0.5754 0.28
H 0.5065 -0.1916 1.1699 -0.0906 0.3094 0.8465 0.37
H 1.5358 1.3378 0.7814 -1.0342 -1.3792 0.1268 0.40
H 1.2599 0.5809 -1.5215 0.2997 -0.8671 0.5191 0.24
H -3.0694 -1.4882 -1.1103 -0.2250 -0.5151 -0.0739 0.06
H 2.6814 -1.5969 -1.2885 -0.4085 0.1904 -1.2009 0.34
H -3.2926 -1.5176 1.4720 -0.4342 -0.7124 0.9418 0.05
H -1.5293 2.4065 1.5082 1.0593 -0.0951 -1.2452 -0.02
H -1.1633 2.2944 -1.0580 0.1408 0.5388 -0.3858 -0.04
```
Positions in Å, forces in eV/Å.

# 2
Molecular formula: C2H10NS
Method: DFT, ωB97M-V/def2-TZVPD

LUMO level (spin up / spin down) = 0.93 / 0.57 eV
DFT total energy = -14557.9601 eV
HOMO level (spin up / spin down) = -3.33 / -9.78 eV
orbital gap (spin up / spin down) = 4.3 / 10.4 eV
relative energy (zero: lowest compared OMol25 entry of this formula, charge and spin) = 0.686 eV
spin multiplicity = 2
⟨S²⟩ = 0.75

The geometry in XYZ format:
```
14
Properties=species:S:1:pos:R:3:forces:R:3:mulliken_spin:R:1
C 0.1258 -1.1608 0.6963 -0.0417 -0.1964 -0.0491 0.34
N 0.6494 -0.0297 -0.0930 0.0899 0.2749 -0.1946 0.12
C 1.3101 -0.3616 -1.3822 -0.2570 0.4176 0.0847 0.56
H -0.2436 -0.7363 1.6318 -0.0523 -0.1106 0.0355 -0.05
H -0.6651 -1.6624 0.1432 -0.0678 0.1178 0.0387 0.03
H 0.9239 -1.8731 0.8915 0.0766 0.1245 0.0462 -0.13
H 1.3386 0.5438 0.4981 0.0882 -0.0697 0.2040 -0.57
H -0.1137 0.6623 -0.2546 0.1219 -0.1989 -0.0619 0.62
H 2.0473 -1.1343 -1.1985 0.0036 -0.1036 -0.1391 -0.12
H 1.7919 0.5596 -1.7235 0.0713 -0.0870 0.0304 -0.19
H 0.5443 -0.6419 -2.0989 0.0968 -0.2893 -0.0322 0.04
S -2.1559 1.9572 0.4954 -0.3031 0.1720 0.1075 0.41
H -3.4798 2.2385 0.6017 0.0854 -0.0628 -0.0713 -0.03
H -2.0732 1.6387 1.7927 0.0882 0.0115 0.0013 -0.01
```
Positions in Å, forces in eV/Å.

# 3
Molecular formula: C2H10NS
Method: DFT, ωB97M-V/def2-TZVPD

LUMO level = -3.90 eV
charge = +1
DFT total energy = -14554.6974 eV
HOMO level = -13.79 eV
orbital gap = 9.9 eV
relative energy (zero: lowest compared OMol25 entry of this formula, charge and spin) = 0.368 eV

The geometry in XYZ format:
```
14
Properties=species:S:1:pos:R:3:forces:R:3:mulliken_charge:R:1
N 2.2805 -0.7989 -1.2395 -1.3666 0.5330 0.0009 -0.35
H 1.3447 -0.2558 -1.1899 0.5383 0.0040 0.2818 0.08
H 2.9733 -0.2892 -0.6927 0.3042 0.0591 -0.5091 0.38
H 2.1188 -1.6930 -0.8008 0.0482 -0.5492 0.0843 0.40
H 2.4463 -0.9194 -2.2376 0.7249 0.0404 0.0883 0.41
C -1.5971 -0.0140 1.8912 -1.4864 -0.1952 -0.4294 -1.01
C -0.3164 -0.0350 1.0838 0.4836 0.0977 0.8694 -0.42
S -0.5160 0.4391 -0.6884 -0.3049 -0.5495 0.8027 -0.33
H -2.1739 -0.9394 1.8242 0.3682 -0.2152 -0.0407 0.28
H -2.3241 0.7013 1.4971 0.3113 0.3407 0.0757 0.29
H -1.4760 0.2014 2.9483 0.3990 0.0442 0.0246 0.34
H 0.3975 0.6362 1.5655 -0.0249 0.2898 -0.3768 0.38
H 0.1691 -1.0078 1.2077 -0.1752 -0.1266 -0.6148 0.35
H -0.8506 1.6956 -0.3849 0.1804 0.2267 -0.2569 0.21
```
Positions in Å, forces in eV/Å.